# 1
Density functional theory data (the ωB97M-V functional and the def2-TZVPD basis) for a cluster of 2 separate species, C44H51N4O in total at a distorted geometry.

Structure (XYZ):
```
100
Properties=species:S:1:pos:R:3:mulliken_charge:R:1
C 7.403 2.543 -0.166 -1.424
C 5.955 2.936 -0.090 0.692
C 4.998 2.312 -0.900 -1.138
C 3.640 2.636 -0.796 1.156
C 2.577 1.938 -1.556 -0.067
C 3.303 3.720 0.025 0.087
N 1.983 4.164 -0.052 0.428
C 0.906 3.324 -0.165 -0.798
N -0.179 4.167 -0.165 0.492
C -1.523 3.765 -0.079 0.127
C -1.872 2.707 0.784 1.434
C -0.876 1.973 1.622 -0.936
C -3.219 2.363 0.909 -0.968
C -4.206 3.011 0.164 0.555
C -5.636 2.583 0.281 -1.349
C -3.839 4.058 -0.684 -0.979
C -2.506 4.452 -0.826 0.858
C -2.193 5.529 -1.813 -1.770
C 0.249 5.511 -0.113 -0.672
C 1.572 5.512 -0.061 -0.868
C 4.230 4.365 0.865 0.861
C 3.825 5.402 1.860 -1.883
C 5.560 3.950 0.788 -1.013
H 7.983 3.121 0.567 0.311
H 7.553 1.473 0.044 0.231
H 7.819 2.742 -1.166 0.376
H 5.312 1.541 -1.605 0.700
H 1.557 2.032 -0.992 -0.305
H 2.435 2.338 -2.576 0.423
H 2.841 0.886 -1.669 -0.447
H -1.306 0.992 1.883 0.240
H 0.089 1.838 1.094 -0.107
H -0.690 2.476 2.588 0.311
H -3.493 1.560 1.591 0.433
H -6.248 3.100 -0.467 0.348
H -5.737 1.499 0.127 0.244
H -6.044 2.808 1.277 0.301
H -4.608 4.573 -1.264 0.298
H -3.091 5.693 -2.421 0.420
H -1.971 6.495 -1.342 0.327
H -1.379 5.270 -2.501 0.345
H -0.445 6.328 -0.079 0.575
H 2.285 6.311 -0.066 0.637
H 4.649 5.542 2.570 0.429
H 3.641 6.381 1.400 0.334
H 2.939 5.109 2.437 0.329
H 6.310 4.434 1.421 0.320
C -3.120 -5.629 2.390 -0.967
N -2.654 -4.947 1.205 0.242
C -3.341 -4.994 0.028 0.296
O -4.364 -5.643 -0.175 -0.684
C -2.558 -4.140 -0.980 0.331
C -3.374 -2.993 -1.575 -0.922
C -4.656 -3.432 -2.244 0.445
C -5.873 -2.922 -1.787 -0.352
C -7.072 -3.385 -2.328 -0.623
C -7.048 -4.323 -3.369 -0.417
C -5.825 -4.794 -3.863 -0.717
C -4.627 -4.340 -3.304 -0.247
N -1.418 -3.665 -0.194 0.725
C -0.531 -2.778 -0.681 0.108
C 0.606 -2.357 0.003 -0.116
C 1.406 -1.286 -0.370 -1.071
C 2.751 -1.208 0.146 1.124
C 3.855 -0.934 -0.712 -0.769
C 5.138 -0.810 -0.214 -0.195
C 5.396 -1.067 1.136 0.988
C 6.752 -0.849 1.708 -1.441
C 4.352 -1.506 1.958 -1.049
C 3.053 -1.560 1.492 -0.791
C -1.392 -4.219 1.172 0.073
C -1.390 -3.136 2.255 -1.553
C -0.219 -5.184 1.410 -1.513
H -4.102 -6.059 2.194 0.368
H -2.419 -6.415 2.678 0.310
H -3.190 -4.919 3.215 0.313
H -2.216 -4.801 -1.801 0.187
H -3.599 -2.278 -0.768 0.458
H -2.731 -2.476 -2.302 0.433
H -5.864 -2.199 -0.969 0.340
H -8.021 -3.012 -1.938 0.377
H -7.982 -4.684 -3.801 0.376
H -5.793 -5.518 -4.679 0.372
H -3.663 -4.709 -3.658 0.338
H -0.726 -2.363 -1.677 0.581
H 0.956 -2.938 0.857 0.196
H 1.131 -0.683 -1.234 0.368
H 3.666 -0.850 -1.786 0.533
H 5.962 -0.522 -0.879 0.409
H 6.755 -1.169 2.753 0.396
H 7.548 -1.396 1.192 0.342
H 7.007 0.216 1.665 0.228
H 4.606 -1.797 2.982 0.320
H 2.253 -1.879 2.156 0.528
H -2.293 -2.520 2.178 0.389
H -1.360 -3.622 3.236 0.511
H -0.515 -2.493 2.160 0.357
H -0.396 -6.131 0.885 0.418
H 0.729 -4.771 1.065 0.300
H -0.143 -5.376 2.487 0.449
```

## Properties
- total charge = +1
- DFT total energy (Eh) = -2001.227432
- E_HOMO (eV) = -9.776



# 2
Density functional theory data (the ωB97M-V functional and the def2-TZVPD basis) for the molecule C3H3N3O.

Structure (XYZ):
```
10
Properties=species:S:1:pos:R:3:mulliken_charge:R:1
O -0.783 -0.533 2.393 -0.556
C -0.301 -0.227 1.322 0.429
N -0.067 1.088 0.899 -0.445
C 0.125 1.272 -0.366 0.068
C 0.236 0.190 -1.316 -0.132
N 0.249 -1.043 -0.916 -0.621
N 0.069 -1.217 0.392 0.214
H 0.213 2.309 -0.708 0.381
H 0.293 0.340 -2.386 0.397
H -0.034 -2.180 0.685 0.266
```

## Properties
- total charge = 0
- SMILES string = O=c1nccn[nH]1
- DFT total energy (Eh) = -355.604219
- E_HOMO (eV) = -9.932



# 3
Density functional theory data (the ωB97M-V functional and the def2-TZVPD basis) for a structure of composition C24H30N2O6 at a distorted geometry.

Structure (XYZ):
```
62
Properties=species:S:1:pos:R:3:mulliken_charge:R:1
O -1.659 -2.567 -1.618 -0.779
C -1.727 -1.579 -2.520 0.744
N -2.678 -0.729 -2.710 0.417
C -2.709 0.336 -3.612 -1.206
H -3.766 0.879 -3.642 0.309
C -1.768 1.496 -3.187 -0.132
O -2.156 2.016 -1.868 -0.218
C -0.949 2.496 -1.238 -1.663
H -1.409 2.981 -0.367 0.329
C -0.269 1.216 -0.681 0.595
N -0.368 0.650 0.607 0.837
C 0.321 1.406 1.653 0.281
O 0.880 2.419 1.551 -0.579
O -0.144 0.788 2.840 -0.345
C 0.710 1.427 3.924 -1.164
C 2.006 0.555 3.991 0.447
C 3.020 1.416 3.706 -0.178
C 4.355 0.706 3.586 -0.496
C 4.498 -0.632 3.460 -0.267
C 3.348 -1.495 3.908 -0.551
C 2.172 -0.654 3.998 0.103
H 1.308 -1.489 4.273 0.007
H 3.459 -2.551 3.923 0.439
H 5.451 -1.295 3.602 0.273
H 5.473 1.454 3.112 0.144
H 3.057 2.446 3.423 0.390
H 0.649 2.489 4.004 0.442
H 0.231 0.966 4.736 0.544
C -1.468 -0.393 1.032 -0.377
H -1.480 -1.058 0.099 -0.148
C -2.823 0.168 1.008 -0.747
O -3.311 1.057 -0.013 -0.252
C -4.265 0.305 -0.929 -0.142
C -3.860 -0.806 -1.605 -0.930
H -3.570 -1.675 -0.941 0.460
H -4.558 -1.343 -2.438 0.356
H -4.466 1.302 -1.664 0.163
H -5.254 -0.203 -0.268 0.263
H -2.891 0.820 1.956 0.377
H -3.433 -0.813 1.347 0.221
H -1.316 -0.946 1.865 0.939
H -0.305 0.098 -1.186 -0.807
H 0.876 1.448 -0.572 0.176
H -0.392 3.147 -1.560 0.903
H -0.555 1.196 -3.288 0.136
H -2.004 2.262 -4.190 0.186
H -2.496 -0.144 -4.509 0.668
O -0.813 -1.296 -3.282 -0.401
C 0.637 -2.097 -3.237 -2.059
C 1.559 -1.662 -1.955 0.795
C 2.382 -0.563 -2.370 -0.657
C 3.138 -0.002 -1.349 -0.870
C 2.903 -0.424 -0.194 -0.113
C 1.923 -1.530 0.329 -0.436
C 1.143 -2.118 -0.727 -0.193
H 0.560 -3.062 -0.516 0.352
H 1.938 -1.740 1.334 0.581
H 3.575 -0.072 0.889 -0.308
H 3.849 0.696 -1.578 0.575
H 2.259 -0.476 -3.310 1.035
H 0.194 -3.057 -2.936 0.412
H 0.988 -2.174 -4.094 1.120
```

## Properties
- total charge = 0
- DFT total energy (Eh) = -1492.826058
- E_HOMO (eV) = -8.198



# 4
Density functional theory data (the ωB97M-V functional and the def2-TZVPD basis) for a cluster of 2 separate species, CH4N2O in total at a distorted geometry.

Structure (XYZ):
```
8
Properties=species:S:1:pos:R:3:mulliken_charge:R:1
N -0.832 -1.313 -0.475 -0.806
C -0.036 -0.298 -0.278 0.281
N -0.300 1.672 1.231 -0.622
O 1.188 -0.483 -0.677 -0.712
H -0.259 0.618 0.212 0.361
H -0.417 -2.011 -1.084 0.241
H 0.415 2.305 1.176 0.140
H -1.101 2.232 1.489 0.116
```

## Properties
- total charge = -1
- 2S+1 = 2
- DFT total energy (Eh) = -225.144373
- E_HOMO (spin up / spin down) (eV) = -3.451 / -2.881
- expectation value of S² = 0.76